# 1
95
Properties=species:S:1:pos:R:3 method="wB97M-V/def2-TZVPD" total_charge=-1 e_above_lowest_ev=2.864 gap_ev=6.3499
B -0.33413 0.30030 -0.43689
F -1.00121 -0.78770 0.05316
F -1.34045 1.04334 -1.10517
F 0.23466 1.02447 0.57167
F 0.66839 -0.19941 -1.23060
C -5.86807 4.62384 2.32896
C -5.61373 3.67472 3.50443
C -5.05237 2.44571 3.28001
O -4.86193 1.66301 4.14047
C -4.50491 2.14877 1.92381
C -4.80517 3.09926 0.78474
C -5.57212 4.31690 0.93187
O -5.96799 4.98393 -0.00115
O -4.22260 2.84006 -0.45986
O -5.84750 4.05384 4.79646
H -6.20361 5.63059 2.54331
H -3.82673 1.39788 1.88679
H -3.93333 2.01757 -0.41812
H -5.60821 3.32404 5.39628
C -0.49892 3.96335 4.48403
C 0.11884 3.31427 3.29666
C 1.33356 3.66950 2.69724
O 1.84380 3.01219 1.93326
C 2.03177 4.79553 3.32017
C 1.45803 5.57230 4.46228
C 0.26861 5.07134 5.12623
O -0.12007 5.56122 6.15107
O 1.71148 6.87602 4.69069
O -0.50615 2.12849 2.85424
H -1.33851 3.58225 4.74387
H 2.88605 5.45322 2.93106
H 1.12827 7.30175 5.41437
H -0.19790 1.65865 2.05960
C 1.57625 -5.57329 -3.09970
C 1.13026 -5.83150 -1.69015
C 0.82918 -4.80463 -0.73910
O 0.43055 -4.99477 0.43887
C 1.01147 -3.45041 -1.23702
C 1.51024 -3.09916 -2.59392
C 1.82390 -4.21483 -3.59740
O 2.44448 -3.96522 -4.63470
O 1.79750 -1.81035 -2.96197
O 0.89283 -7.16030 -1.21801
H 2.02911 -6.14899 -3.86183
H 0.73673 -2.41561 -0.72654
H 1.26217 -1.02732 -2.38087
H 0.46067 -6.95785 -0.29420
C -2.96656 -3.61365 -5.77166
C -2.80612 -2.28036 -6.61954
C -2.47891 -0.98497 -5.96054
O -2.14211 -0.08707 -6.55248
C -2.22083 -1.11705 -4.51296
C -2.61822 -2.28693 -3.69212
C -2.80233 -3.59131 -4.43251
O -2.82363 -4.56633 -3.69911
O -2.94790 -2.21758 -2.37619
O -2.96988 -2.26843 -7.92554
H -3.30035 -4.48265 -6.35115
H -2.10954 -0.24446 -3.98687
H -2.39230 -1.55082 -1.98830
H -2.58269 -1.34891 -8.01421
C 1.58467 -4.50213 4.07730
C 2.80051 -4.29395 3.35634
C 2.90209 -3.19533 2.39165
O 3.92291 -2.99204 1.72672
C 1.83185 -2.40764 2.14348
C 0.45456 -2.69070 2.83183
C 0.48177 -3.68536 3.96713
O -0.44018 -3.71571 4.65740
O -0.71183 -2.26805 2.32626
O 3.93960 -5.08737 3.61906
H 1.69818 -5.25566 4.97171
H 1.96482 -1.56992 1.30505
H -0.59703 -1.50941 1.84870
H 4.69763 -4.76993 3.35477
C 4.04686 0.08255 -0.16142
C 4.54865 -0.51919 -1.47701
O 4.52271 0.22893 -2.42919
C 4.83069 -2.05481 -1.55551
H 3.88641 -0.58919 0.45510
H 3.10839 0.42478 -0.31665
H 4.71624 0.84525 0.29958
H 5.94855 -2.17599 -1.39333
H 4.30713 -2.63386 -2.54649
H 4.40326 -2.51462 -0.54127
C 2.45775 3.19101 -1.66781
C 1.51771 4.31811 -1.95953
O 1.79608 5.25324 -2.79865
C 0.26852 4.50836 -1.19862
H 1.94239 2.32325 -1.88708
H 2.71544 3.25408 -0.67106
H 3.29306 3.29379 -2.22363
H -0.48627 5.05969 -1.72452
H 0.60665 4.75347 -0.21809
H -0.19160 3.42789 -0.73749



# 2
76
Properties=species:S:1:pos:R:3 method="wB97M-V/def2-TZVPD" s_squared=6.033 total_charge=+2 spin_multiplicity=5 gap_ev="7.3503 / 4.6681"
C 0.73314 -1.03565 -4.14383
C -0.29058 -1.51695 -3.31777
C -1.59621 -1.60178 -3.83241
C -1.83678 -1.32905 -5.17374
C -0.79979 -0.92578 -6.01102
C 0.48335 -0.74914 -5.48481
P 0.00012 -1.77587 -1.55249
C -1.28531 -2.95536 -1.02075
C -2.33345 -2.54017 -0.18906
C -3.36893 -3.42648 0.10843
C -3.33842 -4.74018 -0.36915
C -2.25748 -5.16634 -1.15116
C -1.22449 -4.28237 -1.46223
Ir -0.03642 -0.01805 -0.24880
P 0.01888 1.73019 -1.53631
C -1.37532 1.80537 -2.70916
C -1.17972 2.14900 -4.05356
C -2.27768 2.22584 -4.91295
C -3.55225 1.90827 -4.45462
C -3.74054 1.49466 -3.13676
C -2.65470 1.43007 -2.26270
C -0.17316 3.19553 -0.44894
C 0.65579 3.30079 0.67809
C 0.44743 4.32334 1.60184
C -0.58032 5.25381 1.39944
C -1.41268 5.13902 0.28377
C -1.22128 4.10570 -0.63532
C 1.61267 2.00668 -2.37226
C 2.70018 1.13422 -2.19053
C 3.91930 1.42275 -2.80297
C 4.08274 2.60377 -3.52935
C 3.01960 3.50113 -3.65458
C 1.78645 3.20721 -3.07504
C 1.58526 -2.66858 -1.44445
C 2.05434 -3.44327 -2.51626
C 3.26474 -4.13086 -2.40820
C 4.01974 -4.04716 -1.23556
C 3.56035 -3.26068 -0.17571
C 2.35115 -2.57256 -0.27153
H 1.41505 2.53864 0.86178
H 1.07372 4.39249 2.48755
H -0.73128 6.06426 2.11041
H -2.22663 5.84825 0.12478
H -1.90069 3.98449 -1.48044
H -0.16968 2.33634 -4.41234
H -2.10808 2.52299 -5.94823
H -4.40245 1.97788 -5.13331
H -4.73132 1.22045 -2.78969
H -2.76834 1.06672 -1.23964
H 2.56848 0.25326 -1.55222
H 4.75357 0.73108 -2.70755
H 5.03703 2.83798 -3.99255
H 3.12787 4.43939 -4.19572
H 0.95004 3.90749 -3.14589
H 1.48238 -3.49350 -3.44652
H 3.61040 -4.73200 -3.24998
H 4.95555 -4.59582 -1.15441
H 4.15458 -3.18982 0.73221
H 1.99632 -1.93683 0.54488
H -2.30898 -1.52995 0.22836
H -4.20715 -3.10075 0.72046
H -4.14004 -5.43648 -0.13073
H -2.20958 -6.19161 -1.52017
H -0.36442 -4.61830 -2.04576
H -2.41527 -1.86229 -3.16274
H -2.85567 -1.41247 -5.56801
H -0.98264 -0.73423 -7.06950
H 1.28656 -0.38294 -6.12568
H 1.72855 -0.86469 -3.73102
H -0.06600 0.16146 -8.79177
H 0.67894 0.13724 -8.69094
O 0.02726 -1.40205 4.61251
Cl -0.00168 0.00678 4.12055
O -1.22847 0.72357 4.56145
O 1.23275 0.75107 4.48640
O -0.02000 -0.16827 1.46059



# 3
73
Properties=species:S:1:pos:R:3 method="wB97M-V/def2-TZVPD" s_squared=0.751 total_charge=+2 spin_multiplicity=2 e_above_lowest_ev=2.254 gap_ev="7.1501 / 5.9453"
Yb 0.79800 -0.21036 -0.51241
Cl 2.75038 -1.17423 -1.50685
P -1.76067 0.87301 -1.31888
C -2.21698 2.56245 -0.77438
C -3.52870 2.93885 -0.43025
C -3.79571 4.24892 -0.02824
C -2.75356 5.17129 0.08387
C -1.43475 4.79359 -0.18974
C -1.16930 3.49700 -0.62450
C -1.31909 1.11107 -3.11298
C -0.79340 -0.00341 -3.81157
C -0.41728 0.11051 -5.14954
C -0.55577 1.33412 -5.81240
C -1.06272 2.44846 -5.13670
C -1.45394 2.33727 -3.79737
C -3.29734 -0.14717 -1.42108
C -3.28815 -1.38180 -0.73809
C -4.35605 -2.26938 -0.86273
C -5.47938 -1.89597 -1.60516
C -5.51968 -0.66340 -2.26213
C -4.42508 0.20186 -2.18614
H -0.69646 -0.97054 -3.29808
H -0.00886 -0.76231 -5.66193
H -0.23876 1.42495 -6.84741
H -1.14741 3.40878 -5.64577
H -1.87581 3.21025 -3.28677
H -4.34363 2.21928 -0.48593
H -4.81591 4.54576 0.21359
H -2.95778 6.18798 0.42264
H -0.60727 5.49250 -0.05987
H -0.14660 3.20768 -0.87105
H -2.43114 -1.64124 -0.11117
H -4.29980 -3.24634 -0.37483
H -6.32679 -2.57795 -1.66991
H -6.40055 -0.38344 -2.83477
H -4.45345 1.14715 -2.72855
H -6.92942 2.97094 3.41621
H -7.19818 2.27497 3.33743
O 0.32665 -0.29718 2.27340
P 1.71885 -0.92704 2.05071
C 1.35044 -2.64067 1.30457
C 1.86223 -3.83975 1.86357
C 1.80206 -5.04895 1.17415
C 1.04581 -5.13933 -0.00107
C 0.29327 -4.03055 -0.39601
C 0.33936 -2.82891 0.34137
C 2.78989 0.54415 1.50183
C 4.05350 0.82636 2.07334
C 4.93815 1.71980 1.47250
C 4.50876 2.50100 0.39391
C 3.16301 2.44231 0.01889
C 2.26411 1.59597 0.70854
C 2.90377 -1.54367 3.22894
C 2.77593 -1.52710 4.61192
C 3.82772 -2.04522 5.38782
C 4.97862 -2.56554 4.76780
C 5.10957 -2.58163 3.36575
C 4.07198 -2.06868 2.60519
H 2.27331 -3.85261 2.86980
H 2.32439 -5.92214 1.55544
H 1.01022 -6.07953 -0.55133
H -0.36266 -4.12939 -1.27134
H -0.49324 -2.11098 0.27063
H 4.33809 0.39715 3.03413
H 5.95220 1.82235 1.85515
H 5.21072 3.18165 -0.09215
H 2.81678 3.09565 -0.79389
H 1.18672 1.83945 0.76837
H 1.87004 -1.11628 5.06377
H 3.75514 -2.04308 6.48465
H 5.79764 -2.96545 5.37071
H 5.99867 -2.98321 2.86071
H 4.15527 -2.07006 1.51166



Values for max |F|, eV/A, ordered as above
11.092 4.684 3.316